Record 1
# C21H27N3O3S

A single C21H27N3O3S molecule (ωB97M-V/def2-TZVPD, the OMol25 dataset).

```
55
Properties=species:S:1:pos:R:3
S 1.129 -1.854 -0.548
O 2.500 -1.466 -0.400
O 0.659 -2.320 -1.820
O 0.434 4.589 0.661
N 0.843 -3.090 0.508
N -1.222 4.161 -0.807
N -0.916 0.921 -3.741
C 0.192 -2.508 2.838
C -0.920 -3.541 3.005
C 0.597 0.421 0.895
C 0.707 -5.384 2.520
C -0.714 4.271 0.440
C 1.826 -4.360 2.352
C -1.204 -0.407 -0.463
C -0.126 2.804 -2.496
C 0.093 -0.498 -0.004
C 1.285 -3.004 1.882
C -0.350 -4.870 3.491
C -2.008 0.626 -0.014
C -1.058 2.157 -3.298
C 1.012 2.091 -2.132
C 1.174 0.798 -2.600
C 0.179 0.260 -3.406
C -2.432 2.653 1.403
C -0.378 4.199 -1.987
C -1.721 4.006 1.553
C -0.217 1.440 1.358
C -1.529 1.554 0.906
H -2.153 3.798 -0.933
H -1.434 -3.691 2.052
H -1.558 -1.127 -1.184
H 2.039 0.211 -2.339
H 0.557 4.673 -1.684
H -1.966 2.662 -3.610
H 0.651 -2.315 3.810
H -1.153 -5.603 3.593
H 1.623 0.333 1.212
H 2.110 -2.284 1.853
H -1.175 4.054 2.495
H -0.036 -3.551 0.349
H -0.223 -1.567 2.470
H 0.179 2.153 2.063
H 0.250 -5.585 1.549
H -3.020 0.709 -0.382
H -2.460 4.811 1.558
H -0.869 4.806 -2.753
H 2.335 -4.217 3.308
H -3.284 2.744 0.725
H 0.258 -0.750 -3.780
H -1.658 -3.167 3.718
H 1.753 2.550 -1.494
H -2.835 2.364 2.378
H 2.556 -4.716 1.625
H 1.126 -6.322 2.890
H 0.101 -4.728 4.476
```

energy relative to the best compared isomer or geometry (same formula, charge and spin)	126.87	kJ/mol
gap between HOMO and LUMO	0.3515	Eh
HOMO level	-0.3357	hartree
lowest unoccupied orbital energy	0.431	eV

Record 2
# C21H27N3O4

A single C21H27N3O4 molecule (ωB97M-V/def2-TZVPD, the OMol25 dataset).

```
55
Properties=species:S:1:pos:R:3
O 2.357 -1.413 -1.025
O 4.914 -2.931 4.568
O 1.631 -0.527 1.639
O 0.087 -1.400 -2.905
N -3.831 1.360 -0.779
N -5.263 2.806 -1.840
N -1.291 0.811 -1.942
C -2.667 1.122 0.040
C 6.345 -4.266 3.214
C 1.327 -0.144 2.959
C 2.966 -1.808 0.115
C 2.665 -1.410 1.437
C 4.011 -2.711 -0.085
C -4.536 2.534 -0.752
C -4.575 3.379 0.372
C 5.207 -3.301 3.450
C -2.455 1.065 -2.781
C 1.305 -0.469 -1.019
C 0.829 -0.293 -2.471
C -3.722 0.645 -2.034
C 3.423 -1.927 2.471
C -6.026 3.883 -1.856
C 4.757 -3.219 0.955
C -1.398 1.558 -0.702
C 4.471 -2.827 2.259
C -0.016 0.987 -2.628
C -5.373 4.501 0.333
C -6.122 4.775 -0.806
H 0.471 -0.825 -0.405
H -4.005 3.162 1.261
H 4.213 -2.999 -1.105
H -5.414 5.162 1.187
H -6.754 5.647 -0.867
H 1.711 -0.247 -3.116
H -0.777 -1.337 -2.471
H 0.536 1.856 -2.253
H 5.976 -5.168 2.732
H -2.540 2.133 -3.047
H 5.553 -3.913 0.740
H 6.796 -4.526 4.168
H 7.095 -3.809 2.573
H -1.450 2.646 -0.888
H -0.194 1.137 -3.696
H 3.230 -1.649 3.495
H -2.361 0.481 -3.698
H 0.483 0.540 2.874
H -6.583 4.032 -2.773
H -4.603 0.867 -2.633
H 1.037 -1.003 3.571
H -0.524 1.352 -0.083
H -2.612 0.046 0.238
H -3.680 -0.425 -1.810
H 1.666 0.488 -0.627
H 2.167 0.374 3.433
H -2.742 1.643 0.992
```

energy relative to the best compared isomer or geometry (same formula, charge and spin)	270.95	kJ/mol
gap between HOMO and LUMO	0.3140	Eh
HOMO level	-0.2938	hartree
lowest unoccupied orbital energy	0.549	eV

Record 3
# C21H27N3O4S

A single C21H27N3O4S molecule at a distorted geometry (ωB97M-V/def2-TZVPD, the OMol25 dataset).

```
56
Properties=species:S:1:pos:R:3
S 2.922 -0.106 1.104
O 2.385 -1.368 1.520
O -3.564 4.305 -0.748
O -5.117 -1.650 0.821
O 3.868 0.543 1.972
N 3.496 -0.301 -0.464
N 6.311 -0.609 -0.824
N -1.583 3.621 0.037
C 1.579 1.027 0.784
C -6.688 -3.406 0.828
C -2.899 3.394 -0.301
C 4.085 -1.590 -0.758
C 1.586 2.301 1.320
C -5.205 -3.035 -1.175
C 7.705 -0.716 -0.452
C 0.530 3.154 1.063
C 5.760 0.683 -0.443
C -3.452 2.047 -0.029
C -4.364 1.499 -0.923
C -0.514 1.453 -0.291
C -3.158 1.352 1.145
C 0.541 0.604 -0.025
C -4.935 0.262 -0.693
C -0.542 2.731 0.273
C -3.737 0.130 1.389
C 5.517 -1.676 -0.236
C -4.623 -0.444 0.468
C -5.989 -2.368 -0.045
C 4.316 0.795 -0.931
H 4.073 -1.723 -1.844
H -1.315 1.134 -0.938
H -4.484 -3.732 -0.755
H 2.416 2.600 1.940
H 5.957 -2.634 -0.522
H 0.579 -0.389 -0.440
H -5.950 -4.072 1.267
H 6.362 1.467 -0.909
H 5.776 0.823 0.650
H -7.230 -2.914 1.631
H -4.666 -2.297 -1.764
H -7.385 -3.987 0.231
H -2.487 1.779 1.876
H 8.266 0.075 -0.948
H 4.291 0.783 -2.025
H -6.743 -1.684 -0.459
H 5.495 -1.608 0.866
H 3.458 -2.345 -0.283
H -4.616 2.053 -1.815
H 7.864 -0.633 0.634
H 3.865 1.722 -0.571
H -3.524 -0.415 2.294
H 8.088 -1.679 -0.789
H -1.337 4.604 0.055
H -5.884 -3.577 -1.827
H -5.626 -0.133 -1.421
H 0.523 4.150 1.480
```

energy relative to the best compared isomer or geometry (same formula, charge and spin)	244.16	kJ/mol
gap between HOMO and LUMO	0.3323	Eh
HOMO level	-0.3168	hartree
lowest unoccupied orbital energy	0.423	eV

Record 4
# C21H27N3O5S

A single C21H27N3O5S molecule (ωB97M-V/def2-TZVPD, the OMol25 dataset).

```
57
Properties=species:S:1:pos:R:3
S -0.976 -0.865 4.839
O -0.572 0.244 5.653
O 1.973 0.380 -5.312
O 1.444 -2.482 -1.445
O 2.581 0.672 -2.577
O -0.840 -2.194 5.356
N -5.109 -0.217 3.306
N -2.588 -0.642 4.480
N 1.554 -0.395 -0.515
C 2.924 1.288 -4.937
C 4.799 3.156 -4.031
C 1.748 -1.311 -1.497
C 3.769 -1.437 -2.945
C 3.606 2.108 -5.828
C -0.018 -1.889 2.474
C -4.470 0.820 4.098
C -3.218 -1.693 3.720
C 1.670 0.239 -6.679
C 2.426 -0.731 -2.744
C 0.546 -1.797 1.214
C 4.534 3.033 -5.381
C -6.546 -0.052 3.268
C 3.215 1.394 -3.565
C 0.978 -0.557 0.740
C -2.954 0.669 4.007
C 4.144 2.331 -3.135
C 0.847 0.577 1.546
C 0.280 0.475 2.801
C -4.733 -1.527 3.810
C -0.147 -0.758 3.257
H 0.180 1.333 3.447
H 4.450 -1.176 -2.138
H 1.856 0.544 -0.751
H 5.516 3.878 -3.675
H -5.219 -2.288 3.197
H 2.543 -0.084 -7.254
H 4.339 2.400 -2.076
H -2.640 0.811 2.960
H 3.406 2.039 -6.885
H 0.656 -2.670 0.593
H 1.276 1.169 -7.101
H 1.771 -0.948 -3.596
H 3.608 -2.511 -2.942
H -4.764 1.794 3.700
H -2.903 -2.642 4.154
H -6.780 0.924 2.844
H -6.974 -0.821 2.628
H -2.450 1.397 4.643
H 5.042 3.660 -6.097
H 4.215 -1.142 -3.892
H 0.902 -0.531 -6.729
H -4.772 0.764 5.158
H -7.011 -0.123 4.263
H 1.190 1.534 1.180
H -2.913 -1.650 2.662
H -0.344 -2.837 2.870
H -5.046 -1.661 4.860
```

energy relative to the best compared isomer or geometry (same formula, charge and spin)	205.12	kJ/mol
gap between HOMO and LUMO	0.3434	Eh
HOMO level	-0.3230	hartree
lowest unoccupied orbital energy	0.554	eV

no.,E (hartree)
1,-1604.633176
2,-1281.616720
3,-1679.838523
4,-1755.067514